Record 1
{"formula": "C17H34N2O16S", "method": "the ωB97M-V functional and the def2-TZVPD basis", "species": ["C", "N", "C", "C", "C", "C", "O", "H", "H", "H", "H", "H", "H", "H", "H", "H", "H", "H", "H", "H", "H", "N", "O", "O", "O", "O", "S", "O", "O", "C", "C", "C", "H", "H", "H", "H", "H", "H", "H", "H", "C", "C", "O", "C", "O", "O", "H", "H", "H", "H", "C", "C", "O", "C", "O", "O", "H", "H", "H", "H", "C", "C", "O", "C", "O", "O", "H", "H", "H", "H"], "xyz": [[1.413, -0.013, 1.255], [1.600, 0.692, -0.046], [3.082, 0.689, -0.320], [0.938, -0.022, -1.093], [0.948, 2.081, 0.026], [1.772, 3.084, 0.914], [1.282, 4.401, 0.870], [1.484, -1.041, 1.218], [0.441, 0.039, 1.530], [1.794, 0.314, 2.236], [3.312, -0.254, -0.183], [3.726, 1.182, 0.367], [3.274, 1.192, -1.108], [1.083, 0.489, -2.031], [-0.189, -0.145, -1.046], [1.475, -0.944, -1.254], [-0.036, 1.792, 0.290], [1.060, 2.472, -1.020], [2.804, 3.123, 0.612], [1.815, 2.945, 1.968], [1.524, 4.627, 0.070], [3.014, 4.577, -2.210], [3.915, 5.330, -2.618], [3.277, 3.400, -2.074], [2.055, 5.142, -1.726], [0.166, -3.439, 0.760], [-1.165, -3.203, 0.525], [-1.471, -1.945, -0.269], [-1.836, -4.416, -0.362], [-1.095, -5.581, -0.591], [-1.793, -6.526, -1.364], [-2.000, -3.097, 2.092], [-0.862, -6.103, 0.299], [-0.052, -5.536, -1.007], [-2.782, -6.959, -0.870], [-1.207, -7.291, -1.709], [-2.198, -6.080, -2.215], [-1.687, -2.311, 2.825], [-1.660, -4.235, 2.407], [-2.972, -2.860, 1.719], [-5.149, 1.004, -0.717], [-3.886, 0.257, -1.324], [-2.852, 1.039, -0.809], [-3.271, 2.223, -0.299], [-2.490, 3.077, 0.151], [-4.497, 2.216, -0.461], [-5.603, 0.676, 0.082], [-6.078, 1.098, -1.290], [-3.982, 0.120, -2.435], [-3.906, -0.841, -0.898], [-1.385, 5.974, 1.306], [-0.549, 7.066, 1.911], [-1.462, 7.786, 2.553], [-2.600, 7.271, 2.550], [-3.601, 7.834, 3.073], [-2.723, 6.139, 1.823], [-1.235, 4.907, 1.718], [-1.447, 6.000, 0.117], [-0.107, 7.545, 1.144], [0.155, 6.562, 2.550], [3.918, -4.983, -0.154], [3.014, -4.501, -1.334], [2.475, -5.688, -1.775], [2.788, -6.713, -0.933], [2.407, -7.928, -1.075], [3.574, -6.316, 0.022], [3.494, -4.531, 0.947], [4.856, -4.930, -0.240], [3.719, -4.225, -2.143], [2.192, -3.682, -0.944]], "charge": 0, "e_above_lowest_ev": 3.007, "total_energy_ha": -2379.19933, "lumo_ev": -0.66}

***

Record 2
{"formula": "C21H27N2O2OsS5", "method": "the ωB97M-V functional and the def2-TZVPD basis", "species": ["Os", "C", "C", "S", "C", "C", "S", "C", "C", "S", "C", "C", "S", "H", "H", "H", "H", "H", "H", "H", "H", "H", "H", "H", "H", "H", "H", "H", "H", "O", "C", "O", "C", "C", "C", "C", "C", "C", "H", "H", "H", "H", "H", "N", "C", "S", "C", "C", "C", "N", "C", "C", "H", "H", "H", "H", "H", "H"], "xyz": [[-0.327, 0.233, 0.193], [-1.729, -2.872, 0.088], [-1.388, -2.767, -1.385], [-1.144, -1.000, -1.777], [0.242, -0.999, -3.006], [1.292, 0.068, -2.699], [1.651, -0.284, -0.965], [2.815, 0.803, -0.094], [2.888, 0.137, 1.290], [1.224, 0.128, 2.075], [1.028, -1.457, 2.967], [-0.362, -1.992, 2.632], [-0.278, -2.079, 0.829], [-1.760, -3.913, 0.412], [-2.649, -2.365, 0.369], [-2.204, -3.119, -2.016], [-0.481, -3.322, -1.621], [-0.219, -0.815, -3.976], [0.683, -1.995, -3.003], [0.927, 1.079, -2.846], [2.176, -0.101, -3.315], [2.448, 1.827, -0.050], [3.794, 0.766, -0.572], [3.541, 0.695, 1.959], [3.241, -0.891, 1.209], [1.125, -1.219, 4.024], [1.810, -2.156, 2.672], [-1.163, -1.328, 2.954], [-0.507, -2.992, 3.044], [-1.605, 1.087, 1.686], [-0.967, 2.195, 1.626], [0.069, 2.128, 0.817], [-1.309, 3.395, 2.331], [-2.447, 3.406, 3.150], [-2.785, 4.565, 3.822], [-1.994, 5.701, 3.678], [-0.863, 5.694, 2.865], [-0.515, 4.541, 2.187], [-3.048, 2.512, 3.250], [-3.658, 4.592, 4.459], [-2.262, 6.607, 4.207], [-0.263, 6.587, 2.769], [0.360, 4.520, 1.551], [-5.237, 4.273, -3.170], [-4.105, 4.597, -2.535], [-3.635, 6.097, -2.099], [-3.248, 3.459, -2.086], [-3.775, 2.356, -1.413], [-2.924, 1.421, -0.870], [-1.588, 1.508, -0.990], [-1.072, 2.551, -1.680], [-1.860, 3.527, -2.231], [-5.856, 5.016, -3.459], [-5.412, 3.353, -3.539], [-4.841, 2.248, -1.257], [-3.311, 0.588, -0.298], [0.005, 2.623, -1.728], [-1.410, 4.371, -2.735]], "charge": 3, "e_above_lowest_ev": 0.000, "total_energy_ha": -3157.10142, "lumo_ev": -10.24}

***

Record 3
{"formula": "C15H30F5MoNO2P2Te", "method": "the ωB97M-V functional and the def2-TZVPD basis", "species": ["Mo", "P", "P", "N", "H", "C", "H", "H", "H", "C", "H", "H", "H", "C", "H", "H", "H", "C", "H", "H", "H", "C", "H", "H", "H", "C", "H", "H", "H", "C", "C", "C", "C", "C", "C", "H", "H", "H", "H", "H", "C", "O", "C", "H", "H", "H", "C", "H", "H", "H", "F", "Te", "F", "F", "F", "F", "O"], "xyz": [[0.113, -0.144, 0.401], [-1.745, 1.819, -1.233], [2.458, -1.472, 1.428], [-0.910, -1.439, -0.176], [-0.323, 2.181, -1.044], [-1.887, 2.073, -3.043], [-2.748, 2.702, -3.299], [-1.972, 1.106, -3.551], [-0.972, 2.561, -3.391], [-2.330, 3.360, -0.458], [-3.054, 3.878, -1.102], [-1.456, 4.007, -0.293], [-2.770, 3.128, 0.522], [-3.084, 0.618, -0.897], [-4.062, 0.994, -1.240], [-3.160, 0.401, 0.177], [-2.897, -0.339, -1.404], [3.890, -2.444, 0.973], [4.194, -3.100, 1.796], [4.709, -1.760, 0.737], [3.646, -3.045, 0.089], [2.766, -0.522, 2.917], [3.696, -0.876, 3.369], [1.929, -0.656, 3.612], [2.872, 0.534, 2.650], [1.138, -2.622, 1.823], [1.547, -3.427, 2.444], [0.702, -3.105, 0.940], [0.325, -2.164, 2.408], [-1.790, -2.469, -0.228], [-2.666, -4.385, -1.394], [-1.848, -3.288, -1.384], [-2.628, -2.740, 0.882], [-3.445, -3.850, 0.852], [-3.466, -4.693, -0.277], [-2.693, -5.031, -2.284], [-1.192, -3.002, -2.215], [-2.575, -2.062, 1.741], [-4.075, -4.073, 1.719], [-4.107, -5.562, -0.292], [1.284, 2.893, 0.000], [0.780, 2.082, 0.813], [1.731, 2.644, -1.406], [2.694, 3.142, -1.598], [1.033, 3.080, -2.153], [1.861, 1.579, -1.659], [1.758, 4.205, 0.557], [2.817, 4.301, 0.284], [1.642, 4.190, 1.647], [1.185, 5.019, 0.099], [4.793, 3.263, -0.616], [5.114, 1.542, 0.365], [3.854, 2.187, 1.792], [6.667, 1.100, -0.800], [5.645, 0.085, 1.633], [6.382, 2.554, 1.312], [2.151, -0.568, 0.217]], "charge": 0, "spin_multiplicity": 3, "e_above_lowest_ev": 0.000, "total_energy_ha": -2312.99492, "s2": 2.386, "lumo_ev": [-0.51, -0.79]}

***

Record 4
{"formula": "C34H27Cl3FeN5O6S", "method": "the ωB97M-V functional and the def2-TZVPD basis", "species": ["Fe", "O", "C", "C", "C", "C", "C", "C", "C", "O", "N", "N", "C", "C", "C", "C", "C", "C", "C", "O", "H", "H", "H", "H", "H", "H", "H", "H", "H", "H", "Cl", "C", "C", "C", "C", "C", "C", "N", "C", "C", "N", "C", "O", "C", "C", "C", "Cl", "S", "C", "C", "C", "Cl", "C", "H", "H", "H", "H", "H", "H", "H", "H", "H", "H", "H", "H", "H", "O", "C", "C", "C", "C", "O", "N", "H", "H", "H", "H"], "xyz": [[1.424, -1.048, -0.009], [-0.491, -1.398, -5.104], [-1.399, -2.059, -4.370], [-2.406, -2.751, -5.047], [-3.369, -3.452, -4.347], [-3.352, -3.482, -2.956], [-2.361, -2.794, -2.281], [-1.381, -2.074, -2.963], [-0.348, -1.358, -2.167], [-0.471, -1.326, -0.897], [0.625, -0.775, -2.842], [1.500, -0.176, -1.958], [2.174, 0.830, -2.347], [2.989, 1.610, -1.428], [3.908, 2.519, -1.960], [4.663, 3.353, -1.160], [4.480, 3.294, 0.221], [3.568, 2.421, 0.774], [2.799, 1.546, -0.020], [1.920, 0.768, 0.564], [0.137, -0.967, -4.459], [-2.404, -2.721, -6.129], [-4.140, -3.984, -4.892], [-4.101, -4.040, -2.408], [-2.304, -2.808, -1.200], [2.101, 1.156, -3.387], [4.020, 2.558, -3.039], [5.374, 4.041, -1.597], [5.056, 3.945, 0.869], [3.418, 2.374, 1.847], [-4.489, 2.128, -1.811], [-3.765, 1.798, -0.265], [-2.812, 0.808, -0.151], [-2.226, 0.585, 1.088], [-2.574, 1.322, 2.214], [-1.933, 1.136, 3.573], [-1.395, -0.266, 3.922], [-0.061, -0.604, 3.460], [1.114, -0.075, 3.951], [2.114, -0.655, 3.237], [1.592, -1.563, 2.344], [0.285, -1.498, 2.500], [-0.988, 2.146, 3.901], [-0.059, 2.545, 2.884], [-0.595, 3.577, 1.933], [-1.087, 4.796, 2.282], [-1.164, 5.460, 3.865], [-1.638, 5.707, 0.935], [-1.157, 4.460, -0.144], [-0.628, 3.400, 0.515], [-3.560, 2.299, 2.050], [-4.090, 3.264, 3.399], [-4.154, 2.553, 0.828], [-2.496, 0.218, -0.998], [-1.459, -0.173, 1.140], [-2.733, 1.288, 4.302], [-2.087, -1.028, 3.562], [-1.375, -0.324, 5.011], [1.109, 0.670, 4.727], [3.174, -0.480, 3.303], [-0.414, -2.137, 1.979], [0.315, 1.701, 2.306], [0.785, 2.959, 3.439], [-1.306, 4.577, -1.205], [-0.256, 2.505, 0.035], [-4.900, 3.328, 0.732], [3.855, -2.712, -1.604], [2.949, -3.416, -1.204], [2.816, -4.907, -1.521], [1.571, -5.334, -0.758], [1.093, -4.046, -0.089], [0.101, -3.978, 0.620], [1.916, -3.006, -0.402], [3.727, -5.417, -1.210], [2.729, -5.019, -2.602], [1.758, -6.082, 0.013], [0.768, -5.710, -1.392]], "charge": -1, "spin_multiplicity": 5, "e_above_lowest_ev": 0.206, "total_energy_ha": -5079.75483, "s2": 6.013, "lumo_ev": [2.17, 2.17]}